No. 1
Molecular formula: C13H25BO8PS2
Method: DFT, ωB97M-V/def2-TZVPD

Its spin multiplicity is 1. The value obtained for the frontier orbital gap is 7.13 eV. The total energy is -2274.98775 Ha. The LUMO energy comes out at 0.0802 hartree. As for the net charge: -1.

Each line ends with the Mulliken charge.
Element x y z (Å)
1 S -0.138 0.958 4.594  -0.456
2 P 1.151 0.131 5.835  0.086
3 C 2.622 -0.781 5.139  0.068
4 C 2.988 -0.210 3.728  -0.777
5 O 2.234 -1.011 2.908  -0.655
6 B 2.571 -2.373 3.450  1.095
7 C 1.633 -3.550 2.819  -0.891
8 C 2.272 -4.135 1.571  -0.523
9 C 2.412 -3.090 0.474  -0.315
10 S 1.343 -3.360 -0.975  -0.280
11 O 2.404 -2.125 4.924  -0.658
12 H 1.726 1.123 6.657  0.041
13 H 0.449 -0.726 6.703  0.058
14 H 3.395 -0.646 5.908  0.326
15 H 2.825 0.855 3.590  0.420
16 H 4.058 -0.426 3.641  0.214
17 H 3.754 -2.593 3.130  -0.324
18 H 1.508 -4.313 3.583  0.251
19 H 0.674 -3.091 2.573  0.201
20 H 1.708 -4.996 1.217  0.409
21 H 3.251 -4.516 1.841  0.322
22 H 2.126 -2.105 0.815  -0.006
23 H 3.442 -3.035 0.149  0.314
24 H 1.952 -4.330 -1.670  0.105
25 C -1.456 -0.789 0.026  -1.093
26 C -2.439 -0.867 -1.113  0.772
27 C -2.108 -0.026 -2.320  -0.462
28 O -3.410 0.216 -2.888  -0.328
29 C -4.307 0.169 -1.871  0.643
30 O -5.444 0.512 -1.964  -0.567
31 O -3.728 -0.308 -0.750  -0.392
32 H -1.912 -1.131 0.954  0.372
33 H -0.593 -1.414 -0.191  -0.027
34 H -1.115 0.233 0.190  0.314
35 H -2.604 -1.910 -1.398  0.255
36 H -1.465 -0.528 -3.038  0.347
37 H -1.671 0.938 -2.052  0.147
38 C -2.806 5.025 -4.976  -1.427
39 C -1.880 3.880 -4.645  0.579
40 C -1.481 3.763 -3.195  -0.429
41 O -0.210 3.099 -3.285  -0.311
42 C 0.332 3.430 -4.487  0.613
43 O 1.450 3.205 -4.811  -0.532
44 O -0.591 4.053 -5.266  -0.375
45 H -2.772 5.244 -6.042  0.355
46 H -3.831 4.774 -4.703  0.373
47 H -2.516 5.932 -4.444  0.341
48 H -2.298 2.938 -5.010  0.218
49 H -2.181 3.176 -2.605  0.243
50 H -1.325 4.733 -2.719  0.346

No. 2
Molecular formula: C13H25BrNO6
Method: DFT, ωB97M-V/def2-TZVPD

Its spin multiplicity is 1. The value obtained for the frontier orbital gap is 8.15 eV. The total energy is -3590.27804 Ha. The LUMO energy comes out at -0.1694 hartree. As for the net charge: +1.

Each line ends with the Mulliken charge.
Element x y z (Å)
1 Br 6.795 -2.453 -0.258  -0.152
2 C 5.314 -1.323 0.472  -0.625
3 C 4.509 -2.213 1.469  -0.823
4 C 3.173 -1.519 1.982  -0.557
5 C 2.055 -1.829 0.917  -0.167
6 C 1.107 -0.681 0.400  -0.529
7 C -0.261 -1.366 0.783  -0.729
8 C -0.011 -2.880 0.936  -0.295
9 N 1.274 -3.079 1.034  0.105
10 H 5.814 -0.469 0.970  0.398
11 H 4.741 -0.994 -0.419  0.334
12 H 5.150 -2.478 2.335  0.450
13 H 4.260 -3.165 0.933  0.396
14 H 3.347 -0.432 2.126  0.376
15 H 2.971 -1.978 2.981  0.313
16 H 2.680 -2.047 0.009  0.281
17 H 1.296 0.355 0.742  0.580
18 H 1.178 -0.720 -0.708  0.078
19 H -1.210 -1.003 0.343  0.531
20 H -0.384 -1.052 1.864  0.352
21 H -0.803 -3.650 0.958  0.425
22 H 1.709 -3.992 1.151  0.312
23 C -3.942 1.849 -3.341  -0.797
24 O -2.766 1.222 -2.817  -0.279
25 C -2.124 0.443 -3.693  0.628
26 O -2.445 0.242 -4.827  -0.541
27 O -1.052 -0.077 -3.077  -0.187
28 C -0.269 -0.935 -3.909  -0.670
29 H -4.373 2.451 -2.543  0.293
30 H -3.690 2.504 -4.174  0.305
31 H -4.673 1.101 -3.647  0.308
32 H 0.125 -0.388 -4.765  0.332
33 H -0.857 -1.791 -4.241  0.336
34 H 0.567 -1.297 -3.312  0.140
35 C -1.765 1.776 -0.020  0.068
36 O -2.837 2.205 0.814  -0.304
37 C -2.439 2.802 1.943  0.746
38 O -1.299 2.981 2.278  -0.545
39 O -3.524 3.157 2.627  -0.335
40 C -3.247 3.811 3.867  -0.632
41 H -2.194 1.307 -0.902  0.227
42 H -1.161 2.626 -0.340  0.378
43 H -1.148 1.042 0.498  -0.343
44 H -2.699 4.738 3.700  0.296
45 H -2.691 3.152 4.534  0.293
46 H -4.202 4.050 4.330  0.229

No. 3
Molecular formula: C13H25Cl2INOP2Ru
Method: DFT, ωB97M-V/def2-TZVPD

Its spin multiplicity is 5. The value obtained for the frontier orbital gap (spin up / spin down) is 7.91 / 3.64 eV. The total energy is -2634.89218 Ha. The LUMO energy (spin up / spin down) comes out at -0.3996 / -0.5504 hartree. As for the net charge: +3.

Each line ends with the Mulliken charge.
Element x y z (Å)
1 C 2.676 1.250 -1.172  -1.317
2 C 1.818 0.473 -0.216  0.887
3 H 3.628 0.717 -1.283  0.450
4 H 2.867 2.271 -0.810  0.228
5 H 2.216 1.297 -2.159  0.278
6 O 2.273 -0.299 0.630  -0.309
7 I -2.743 1.512 0.290  0.365
8 Ru -0.220 0.440 -0.336  0.082
9 P -0.707 -0.218 -2.361  1.076
10 C -1.293 -1.941 -2.456  -1.327
11 C -2.025 0.724 -3.208  -1.254
12 H -2.098 0.374 -4.248  0.455
13 H 0.359 -0.664 -4.491  0.521
14 H -1.770 1.790 -3.185  0.395
15 H 0.939 0.870 -3.766  0.373
16 H -2.141 -2.066 -1.771  0.340
17 H -2.976 0.568 -2.686  0.403
18 C 0.669 -0.173 -3.560  -1.414
19 H -1.613 -2.169 -3.483  0.485
20 H 1.530 -0.707 -3.140  0.347
21 H -0.485 -2.622 -2.162  0.346
22 P 0.269 1.768 1.710  0.930
23 C 0.245 0.701 3.196  -1.306
24 C 1.928 2.543 1.880  -1.396
25 H -0.797 3.893 1.281  0.431
26 H -0.319 3.748 3.009  0.459
27 H -1.776 2.892 2.395  0.504
28 C -0.762 3.228 2.149  -1.346
29 H 2.055 3.295 1.093  0.328
30 H 1.984 3.025 2.864  0.551
31 H 0.623 1.277 4.053  0.508
32 H 0.896 -0.165 3.021  0.284
33 H 2.706 1.774 1.802  0.408
34 H -0.779 0.365 3.394  0.331
35 Cl 0.022 2.624 -1.297  -0.216
36 Cl 1.150 -5.053 0.447  0.101
37 C 0.143 -3.770 0.954  -0.058
38 C -0.855 -3.977 1.908  -0.271
39 C -1.654 -2.891 2.235  -0.934
40 C -1.462 -1.674 1.585  -0.090
41 N -0.495 -1.482 0.678  0.752
42 C 0.342 -2.505 0.395  -0.579
43 H -0.972 -4.956 2.361  0.528
44 H -2.441 -2.949 2.978  0.504
45 H -2.108 -0.817 1.788  0.376
46 H 1.157 -2.318 -0.301  0.789

No. 4
Molecular formula: C13H25Cl3O6S3
Method: DFT, ωB97M-V/def2-TZVPD

As for the SMILES: O=S1(=O)CCCC1.O=S1(=O)CCCC1.O=S1(=O)CCCC1.ClC(Cl)Cl. Its spin multiplicity is 1. The value obtained for the frontier orbital gap is 10.63 eV. The total energy is -3536.83913 Ha. The LUMO energy comes out at 0.0130 hartree. As for the net charge: 0.

Each line ends with the Mulliken charge.
Element x y z (Å)
1 O -3.438 -1.161 -3.171  -0.611
2 S -2.746 -1.347 -4.431  1.057
3 O -3.454 -1.791 -5.605  -0.700
4 C -1.665 0.142 -4.712  -0.773
5 C -0.572 -0.077 -3.708  -0.211
6 C -0.210 -1.541 -3.890  -0.663
7 C -1.440 -2.456 -4.066  -0.109
8 H -2.108 1.120 -4.542  0.399
9 H -1.269 0.103 -5.748  0.370
10 H 0.236 0.650 -3.944  0.359
11 H -0.914 0.036 -2.692  0.018
12 H 0.406 -1.871 -3.046  0.272
13 H 0.329 -1.645 -4.870  0.333
14 H -1.777 -2.897 -3.123  -0.109
15 H -1.216 -3.159 -4.844  0.384
16 O 0.283 -1.879 -0.116  -0.560
17 S 0.003 -3.303 0.036  1.168
18 O 0.458 -4.274 -0.949  -0.690
19 C 0.487 -3.806 1.732  -0.799
20 C -0.820 -3.491 2.560  -0.492
21 C -1.991 -3.996 1.691  -0.666
22 C -1.793 -3.452 0.330  -0.391
23 H 1.219 -3.053 2.107  0.340
24 H 0.890 -4.803 1.799  0.390
25 H -0.767 -4.042 3.498  0.384
26 H -0.891 -2.425 2.739  0.188
27 H -2.965 -3.568 2.012  0.301
28 H -2.025 -5.076 1.779  0.321
29 H -2.187 -2.422 0.206  0.098
30 H -2.102 -4.051 -0.509  0.415
31 O 3.550 4.199 4.826  -0.662
32 S 2.568 4.496 3.813  1.113
33 O 1.195 4.736 4.256  -0.652
34 C 3.155 5.683 2.616  -0.672
35 C 3.082 5.019 1.252  -0.541
36 C 3.368 3.544 1.467  -0.700
37 C 2.567 3.079 2.661  -0.496
38 H 4.233 5.826 3.004  0.321
39 H 2.637 6.641 2.792  0.402
40 H 2.145 5.345 0.756  0.290
41 H 3.866 5.469 0.691  0.303
42 H 4.376 3.440 1.734  0.319
43 H 3.199 2.859 0.651  0.388
44 H 2.936 2.179 3.192  0.456
45 H 1.510 2.929 2.403  0.128
46 Cl -2.713 0.454 -0.252  -0.019
47 C -2.486 0.885 1.433  -0.174
48 Cl -0.838 0.803 1.974  -0.100
49 Cl -3.566 0.020 2.613  -0.146
50 H -2.746 1.931 1.592  0.424

No. 5
Molecular formula: C13H25GaINO4P2
Method: DFT, ωB97M-V/def2-TZVPD

Its spin multiplicity is 1. The value obtained for the frontier orbital gap is 7.01 eV. The total energy is -3770.70862 Ha. The LUMO energy comes out at -0.3117 hartree. As for the net charge: +2. Its energy relative to the best compared isomer or geometry (same formula, charge and spin) is 0.0000 eV.

Each line ends with the Mulliken charge.
Element x y z (Å)
1 C 0.229 -2.328 -4.390  -1.166
2 C 0.242 -1.695 -3.018  0.537
3 H 0.036 -1.576 -5.161  0.332
4 H -0.564 -3.091 -4.409  0.396
5 H 1.205 -2.796 -4.595  0.381
6 O 0.133 -0.511 -2.750  -0.476
7 I 0.436 -3.162 -1.522  0.059
8 Ga -0.816 0.885 1.135  -0.015
9 P 2.122 0.574 0.477  0.644
10 C 3.181 2.015 0.785  -1.247
11 C 2.767 -0.549 1.753  -1.179
12 H 3.864 -0.477 1.740  0.419
13 H 3.993 0.058 -0.923  0.496
14 H 2.458 -1.575 1.519  0.366
15 H 2.689 -1.177 -1.085  0.213
16 H 2.851 2.513 1.705  0.332
17 H 2.393 -0.257 2.743  0.347
18 C 2.909 -0.104 -1.004  -1.091
19 H 4.212 1.646 0.887  0.463
20 H 2.512 0.405 -1.887  0.348
21 H 3.111 2.705 -0.064  0.397
22 P -2.819 0.273 0.173  0.953
23 C -3.858 1.753 0.380  -1.303
24 C -2.943 -0.135 -1.587  -1.062
25 H -3.247 -2.041 0.739  0.402
26 H -4.751 -1.065 0.658  0.434
27 H -3.670 -0.932 2.091  0.357
28 C -3.706 -1.077 1.002  -1.227
29 H -2.737 -1.204 -1.734  0.329
30 H -3.960 0.098 -1.935  0.504
31 H -4.578 1.816 -0.447  0.439
32 H -3.236 2.660 0.376  0.422
33 H -2.206 0.443 -2.157  0.381
34 H -4.391 1.691 1.339  0.387
35 C 0.226 1.774 -0.343  0.571
36 O 0.338 2.532 -1.232  -0.262
37 O 0.836 2.830 2.829  -0.568
38 C -0.066 2.360 3.514  0.238
39 C -0.370 2.646 4.972  -0.388
40 C -1.628 1.868 5.277  -0.444
41 C -2.010 1.179 3.975  0.317
42 O -3.028 0.544 3.747  -0.555
43 N -1.006 1.457 3.042  0.300
44 H 0.462 2.343 5.617  0.283
45 H -0.495 3.725 5.096  0.324
46 H -1.482 1.122 6.068  0.303
47 H -2.433 2.538 5.601  0.311

No. 6
Molecular formula: C13H25N3O4
Method: DFT, ωB97M-V/def2-TZVPD

As for the SMILES: CNC(=O)[C@H](NC(=O)[C@@H](CC(C)C)NC(C)=O)[C@@H](C)O. Its spin multiplicity is 1. The value obtained for the frontier orbital gap is 10.02 eV. The total energy is -975.55851 Ha. The LUMO energy comes out at 0.0253 hartree. As for the net charge: 0. Its energy relative to the best compared isomer or geometry (same formula, charge and spin) is 2.3155 eV.

Each line ends with the Mulliken charge.
Element x y z (Å)
1 C 4.537 1.826 -1.348  -0.927
2 N 3.596 2.879 -0.944  -0.109
3 C 2.520 2.730 -0.110  -0.070
4 O 1.603 3.530 -0.121  -0.678
5 C 2.442 1.535 0.793  0.230
6 N 1.016 1.050 0.734  -0.029
7 C 0.805 -0.278 0.726  -0.367
8 O 1.661 -1.108 1.035  -0.644
9 C -0.673 -0.618 0.294  1.033
10 C -0.681 -1.683 -0.833  -1.850
11 C -1.976 -1.724 -1.707  0.900
12 C -1.856 -3.012 -2.535  -1.522
13 C -3.254 -1.826 -0.810  -1.346
14 N -1.366 -1.121 1.495  -0.038
15 C -1.356 -0.760 2.819  0.895
16 C -1.926 -1.717 3.690  -1.404
17 O -1.064 0.431 3.090  -0.649
18 C 2.937 1.895 2.248  0.280
19 C 3.003 0.654 3.115  -1.454
20 O 4.291 2.336 2.285  -0.596
21 H 5.117 2.180 -2.180  0.370
22 H 5.336 1.752 -0.615  0.264
23 H 4.056 0.913 -1.612  0.323
24 H 3.652 3.713 -1.494  0.299
25 H 2.978 0.679 0.335  0.384
26 H 0.276 1.713 0.768  0.314
27 H -1.104 0.298 -0.162  0.231
28 H -0.346 -2.705 -0.538  0.361
29 H 0.262 -1.545 -1.493  0.407
30 H -2.002 -0.778 -2.305  0.388
31 H -0.717 -3.171 -2.827  0.330
32 H -2.064 -3.888 -1.898  0.360
33 H -2.406 -2.924 -3.448  0.425
34 H -3.501 -0.905 -0.317  0.355
35 H -3.054 -2.600 -0.012  0.227
36 H -4.100 -2.145 -1.452  0.424
37 H -1.804 -1.961 1.303  0.083
38 H -2.882 -2.061 3.328  0.352
39 H -1.177 -2.517 3.742  0.310
40 H -1.837 -1.251 4.686  0.377
41 H 2.319 2.664 2.746  0.335
42 H 3.645 -0.111 2.650  0.435
43 H 1.958 0.348 3.389  0.147
44 H 3.558 0.693 4.048  0.472
45 H 4.771 1.604 2.490  0.369